1.
# C3H7N5

C3H7N5 as an isolated structure at a distorted geometry (ωB97M-V/def2-TZVPD, OMol25).

The orbital gap comes out at 9.3 eV. Its multiplicity is 1. The calculation puts the lowest unoccupied orbital energy at 0.1 eV. Its charge is 0.

XYZ file:
```
15
Properties=species:S:1:pos:R:3:forces:R:3:mulliken_charge:R:1
H -3.254871 -0.993194 0.291304 0.9910 -0.3133 0.0838 0.268
N -2.618622 -0.199412 0.330048 0.5595 0.5729 -1.8211 -0.583
H 2.912505 -1.235225 -0.505336 -0.9543 0.3677 0.8568 0.317
C -1.412079 -0.219260 -0.108332 -1.1673 0.5919 3.9561 0.407
H 0.573663 1.392908 1.214649 4.0700 1.2474 -1.9605 0.412
H 2.097964 -1.472294 1.452928 -0.0417 1.1514 -4.4014 0.243
H -1.402426 1.479066 -0.912556 2.6655 0.0082 2.7580 0.383
N 1.523914 1.522677 0.422703 -4.2990 -3.5296 1.6294 -0.581
N -0.707991 1.105049 -0.055285 -3.5645 -0.8942 -5.6403 -0.478
C 0.725858 -0.638681 -0.236551 -2.7098 1.3117 -0.2401 0.628
N 0.606865 0.790119 -0.637157 1.2220 -0.3852 3.2147 -0.137
C 1.974784 -1.337989 0.089811 -0.9103 -4.2499 3.2002 -0.957
N -0.458847 -1.220047 -0.078540 2.5981 0.4293 -1.0738 -0.550
H 1.505879 -2.440645 -0.016891 1.7125 2.0158 -0.1070 0.337
H 1.418671 2.456265 0.133940 -0.1718 1.6759 -0.4548 0.290
```
Positions in Å, forces in eV/Å.

---

2.
# C5H8O

A 2-piece molecular cluster, C5H8O overall (ωB97M-V/def2-TZVPD, OMol25).

The orbital gap comes out at 8.9 eV. Its multiplicity is 1. The calculation puts the lowest unoccupied orbital energy at -0.4 eV. Its charge is 0.

XYZ file:
```
14
Properties=species:S:1:pos:R:3:forces:R:3:mulliken_charge:R:1
H 0.457659 1.851108 0.366804 -0.1526 -0.0170 0.1598 0.224
C -0.428884 -0.626680 -1.208923 -0.1022 0.0149 0.1620 -0.211
H 1.947253 -2.071692 1.152645 -0.0090 0.0560 -0.0216 0.241
H 1.898766 -1.381723 0.877278 0.0097 -0.0615 0.0512 -0.242
O 1.621786 0.602571 -0.883460 -0.3177 -0.2441 -0.2791 -0.488
C -0.275458 1.600736 1.124445 -0.0438 -0.1097 0.0013 -0.638
H 1.284632 -0.485452 -2.529653 -0.0498 -0.0351 0.0954 0.304
C 0.909950 -0.123536 -1.550252 0.2901 0.2361 0.1002 -0.016
C -1.088964 0.546356 1.001021 0.1314 0.1502 0.0413 -0.083
H -1.795670 0.345956 1.805684 0.0816 0.0316 -0.1441 0.271
H -0.329981 2.232754 2.009071 -0.0221 -0.1596 -0.1498 0.253
C -1.210141 -0.367591 -0.138703 0.0331 -0.0592 -0.1147 -0.138
H -0.808257 -1.351946 -1.926286 0.0302 0.0989 0.0889 0.265
H -2.132018 -0.950736 -0.115289 0.1212 0.0984 0.0090 0.259
```
Positions in Å, forces in eV/Å.

---

3.
# C42H59Cl2F7N2O6SSeSr

C42H59Cl2F7N2O6SSeSr as an isolated structure at a distorted geometry (ωB97M-V/def2-TZVPD, OMol25).

The orbital gap comes out at 6.2 eV. Its multiplicity is 1. The calculation puts the lowest unoccupied orbital energy at 4.0 eV. Its charge is -2.

XYZ file:
```
121
Properties=species:S:1:pos:R:3:forces:R:3:mulliken_charge:R:1
C 2.471370 1.526086 -2.213036 -0.0166 -0.2281 -0.1660 -0.761
Cl -3.719685 -4.051202 1.989323 0.1376 0.2370 0.1020 -0.224
C -1.540225 2.833892 4.877629 -0.1916 0.2526 -0.0106 -1.794
F 1.821818 -3.654111 2.947980 -0.0432 -0.0015 0.1047 -0.210
C -3.696567 0.531752 0.245924 -0.0889 0.1791 0.1471 -2.594
C -2.779917 -2.573421 2.384780 -0.2676 -0.1371 0.1454 1.849
C 2.954056 0.949169 -3.384857 -0.0588 0.1392 0.0033 -0.122
C -1.608355 4.059374 2.732190 -0.0216 0.0002 0.1726 -0.690
C -1.799061 -6.036433 -2.244223 0.0059 -0.0520 0.0825 -1.779
F 2.485665 -3.497573 5.008475 -0.0670 -0.0488 -0.1235 -0.224
C 1.636118 1.964029 4.558128 -1.0457 -0.0684 -0.9245 0.189
H 0.240906 -3.982636 -1.759717 0.0088 0.0154 0.0017 0.315
H -0.556590 4.178579 2.993080 0.0295 -0.0269 -0.0828 0.325
H 1.544336 -1.173608 -5.843415 0.0261 0.0402 0.0076 0.332
C -2.649176 -1.513224 -0.971779 0.0070 -0.1650 -0.2186 0.197
H -0.784815 -6.066456 -1.843605 0.0143 0.0306 -0.0234 0.312
H 3.314801 1.611051 -4.161468 -0.0107 -0.0629 0.0395 0.489
H 3.444963 4.518128 -0.766525 0.0223 -0.0014 -0.0104 0.464
H -1.224705 4.570948 0.662495 0.0165 0.0322 0.0692 0.464
F 1.394393 1.739515 6.941303 0.0025 -0.0822 0.1122 -0.401
C -1.367450 -1.289517 -0.385883 0.1168 0.2396 0.1827 -0.489
F 2.109848 2.646350 2.321454 0.1468 -0.2060 -0.0940 -0.207
F 0.415482 -3.957842 4.562569 -0.0261 0.0839 0.0375 -0.219
C -5.125036 -1.335521 -0.466840 -0.0336 0.0414 -0.0096 -1.796
H -3.626008 0.125632 1.256492 0.0075 -0.0629 -0.0369 0.122
C 2.041291 -0.732468 -1.406863 0.0855 0.4377 -0.2175 0.971
H -4.910671 0.851610 -2.102698 -0.0181 -0.0250 0.0037 0.484
H 2.846220 4.851611 -3.128266 0.0146 0.0076 -0.0001 0.467
H -1.217905 -3.760416 -4.784090 -0.0443 0.0021 0.0123 0.340
H -3.803870 -2.745395 -2.252494 -0.0342 -0.0216 -0.0168 0.141
O -1.136288 -0.312704 0.422025 0.0419 -0.2734 0.0516 0.311
C 3.527278 2.158427 6.096406 -0.4014 -0.0484 0.0700 0.384
H 3.226996 0.702423 -6.198747 -0.0459 -0.0363 0.0244 0.371
H 2.546371 -2.319721 -2.721399 -0.0248 -0.0098 0.0659 0.299
F 3.947795 2.052582 7.378257 0.1366 0.0222 0.0728 -0.368
H -4.216561 -4.864090 -2.781418 0.0355 -0.0251 0.0289 0.397
H -0.865803 3.676337 5.065603 -0.0012 -0.0171 0.0397 0.319
H -3.726327 1.778128 4.004864 -0.0008 0.0385 0.0641 0.367
O 1.575026 1.155916 -0.037650 0.5002 -0.0591 -0.2347 0.236
O -0.179942 -1.374916 3.433834 0.8913 -0.8266 1.2068 -0.635
H 4.453605 3.110323 -1.150930 -0.0077 0.0153 0.0126 0.293
H -5.459302 -1.997999 -1.265995 0.0408 -0.0367 -0.0508 0.407
C 1.061911 3.560989 -1.705558 -0.0694 0.0552 -0.0822 -1.628
H -4.081080 4.199691 4.949095 0.0244 -0.0492 0.0165 0.310
H 3.676394 0.327320 0.746106 0.0028 -0.1218 0.0128 0.230
H 4.833059 0.601958 -5.482199 0.0130 -0.0483 0.0450 0.426
N 0.398181 1.629278 4.102964 0.9811 0.4532 0.8963 1.387
O 2.201038 -0.843386 3.391169 -0.3621 -0.8959 0.9542 -0.646
C 2.994591 -0.422263 -3.616898 -0.0110 -0.0522 0.0932 -0.843
H 3.757396 -0.626575 1.941802 0.0193 0.0111 -0.0434 0.398
H 4.346892 -2.832465 -3.980010 -0.0334 0.0078 0.0117 0.295
O 4.199391 -0.403523 1.111159 -0.0454 0.1387 0.0769 -0.743
H -5.940112 -0.633793 -0.263946 0.0020 -0.0013 -0.0040 0.491
N -2.106623 2.959677 3.535298 0.0064 -0.0469 -0.0159 1.069
H -0.043234 -4.703985 -3.881944 -0.0036 -0.0060 0.0300 0.344
H 4.386590 -0.485359 -6.800994 -0.0067 0.0029 -0.0013 0.445
H 1.994607 -2.616965 -4.949823 0.0272 0.0071 0.0345 0.259
S 1.101184 -1.440275 4.180023 -0.2905 0.1596 0.1172 1.285
C 2.596129 2.376700 3.560894 -0.3699 -0.0235 0.8329 -0.177
C 2.382307 -1.828944 -5.596990 -0.0452 -0.0550 -0.0576 -1.582
H 3.976412 3.560257 -3.537029 -0.0053 -0.0180 0.0288 0.427
C 1.472009 -3.237659 4.167879 0.3159 -0.1570 -0.0826 0.394
H -1.401149 0.730651 4.654044 0.0671 -0.0355 0.0115 -0.055
C 3.510446 -1.042982 -4.913297 -0.0617 -0.0074 0.0459 2.453
C 4.440872 2.446800 5.108793 0.2004 0.0359 -0.0581 -0.999
H -1.937762 -6.916295 -2.881354 -0.0098 0.0046 -0.0168 0.465
C 2.180344 1.959594 5.859963 0.2341 0.0509 0.0586 -0.121
H -3.792904 2.480218 2.421385 -0.0276 0.0170 -0.0077 -0.274
C -3.848776 -0.552943 -0.824972 0.1519 -0.0611 0.0523 3.386
H -2.332271 2.901107 5.639581 -0.0023 -0.1040 -0.0236 0.543
C -4.426067 3.828374 3.981334 -0.1780 0.1446 0.0345 -1.386
C 2.531102 -1.242054 -2.591187 0.0242 -0.0640 -0.1894 -0.605
C -1.081582 -4.683012 -4.215924 0.0759 0.0171 -0.0885 -1.757
C -0.335951 -2.232479 -0.722752 -0.4725 0.0602 -0.1246 -0.211
C -1.732801 3.798261 1.243800 -0.0598 -0.0736 -0.3438 -0.985
C -3.530398 2.704491 3.458197 0.1129 -0.1113 -0.0790 -0.073
H -2.772584 3.774625 0.905830 -0.0122 0.0277 0.0756 0.425
H 0.380923 3.366291 -2.540140 0.0381 -0.0102 -0.0084 0.385
C 2.472722 3.045511 -2.028514 -0.0663 -0.0860 0.0778 2.955
C 3.438375 3.430320 -0.898945 0.0887 0.0901 -0.0078 -1.681
H -3.180249 0.741495 -2.450086 0.0444 -0.0243 0.0817 0.295
C -1.835903 -3.536371 -2.120207 0.1094 0.0068 0.0532 -0.219
C 4.015422 0.009040 -5.898289 0.0688 0.0839 -0.1152 -2.326
C 1.994910 0.678356 -1.165189 -0.0743 -0.1079 0.2662 -0.450
Se 1.446775 -1.976510 -0.075037 0.0766 -0.0339 0.0608 0.284
H 1.094193 4.644351 -1.541718 -0.0034 -0.0144 0.0004 0.517
H 5.493115 2.558473 5.317855 -0.0014 0.0140 -0.0203 0.467
C 2.932462 3.773914 -3.291779 0.0774 0.1210 -0.0863 -2.610
H -1.233492 -5.531570 -4.891574 -0.0185 -0.0130 0.0176 0.479
H -0.502475 1.317509 6.042664 0.0122 0.0657 0.0481 0.510
H -1.295308 2.836364 0.965086 0.0479 0.0121 0.1002 -0.075
H 0.654172 3.085136 -0.820303 0.0499 -0.0756 0.0786 -0.062
C -0.582030 -3.306020 -1.549806 0.0360 -0.1568 -0.0730 -0.389
H 2.740744 -2.296296 -6.521012 0.0002 0.0053 -0.0032 0.451
H -4.969935 -1.943964 0.425494 -0.0117 0.0171 0.0184 0.128
C 4.667481 -2.006897 -4.616109 0.0529 -0.0222 0.0009 -1.763
C -4.061446 0.162241 -2.166839 -0.0561 0.0422 -0.1261 -1.948
H 3.162307 2.980068 0.049820 -0.1066 -0.0868 0.0081 0.146
Sr 0.603609 0.316313 1.982289 -0.6505 1.7173 -2.1663 0.721
H 5.478785 -1.492740 -4.097130 -0.0072 0.0371 -0.0228 0.363
H -1.815863 -2.878615 2.765694 0.0074 0.0468 0.0585 -0.234
H -4.594554 1.161142 0.204876 -0.0130 0.0030 0.0318 0.768
H -3.589572 -5.683247 -4.215365 0.0107 -0.0016 0.0001 0.432
H -2.105839 5.020304 2.970351 0.0290 -0.0040 0.0338 0.313
H -5.456572 3.485610 4.106895 0.0185 -0.0411 -0.0274 0.455
H -2.687143 -1.988723 1.479351 -0.0299 0.0652 0.0061 -1.414
H -4.454006 4.678724 3.295918 0.0689 -0.0107 -0.0091 0.284
C -2.824340 -2.616754 -1.811145 -0.1116 0.1850 0.0706 -0.671
C -3.475160 -4.799493 -3.580947 -0.1517 -0.0209 -0.0544 -2.220
H -4.258698 -0.550474 -2.971105 -0.0060 -0.0226 0.0087 0.336
O 1.050554 -1.098441 5.571395 0.0331 -0.2508 -0.2533 -0.652
H 2.322793 3.517213 -4.161736 -0.0486 0.0127 0.0341 0.440
H -2.483898 -6.108014 -1.396452 -0.0180 0.0056 -0.0175 0.337
C -2.052661 -4.743196 -3.030052 0.0314 0.0386 0.0359 2.217
F 4.727989 2.964094 2.819115 0.1435 0.0287 -0.0422 -0.324
H -3.718006 -3.921941 -4.184508 0.0676 0.0184 -0.0053 0.371
H -2.818724 1.153826 0.103086 -0.0417 -0.0234 -0.1247 0.117
H 5.059890 -2.430071 -5.546990 0.0077 -0.0150 0.0050 0.466
C -0.748844 1.539908 5.006176 0.3109 0.0350 -0.3906 -0.627
C 3.921107 2.580585 3.828424 -0.1758 0.0467 -0.1447 0.360
Cl -3.595247 -1.585089 3.631136 0.1301 -0.2313 -0.2487 -0.209
```
Positions in Å, forces in eV/Å.

---

4.
# C4H5N2O2S

A 2-piece molecular cluster, C4H5N2O2S overall at a distorted geometry (ωB97M-V/def2-TZVPD, OMol25).

The orbital gap comes out at 6.1 eV. Its multiplicity is 1. The calculation puts the lowest unoccupied orbital energy at 3.0 eV. Its charge is -1.

XYZ file:
```
14
Properties=species:S:1:pos:R:3:forces:R:3:mulliken_charge:R:1
C -1.262836 -0.807395 0.303034 -3.3910 1.1197 -0.0485 0.500
O -4.867788 1.010145 1.102774 -0.1067 -0.2790 -0.0369 -0.421
H 0.877102 0.671518 -0.480788 -0.0788 -0.6171 0.6775 0.256
N 2.347878 -0.618822 0.141924 1.6316 -0.6234 0.0041 -0.653
H 0.308856 -1.919046 1.044176 0.4394 -1.9243 1.0434 0.359
H 4.138226 0.418362 0.255592 0.4218 -0.5744 -0.8908 0.299
H 3.417302 0.293703 -1.439556 0.2004 0.5411 -0.2977 0.230
S -4.866608 0.201150 -0.086194 0.1178 1.1640 -0.8968 0.791
C 3.235542 0.411472 -0.381398 0.3652 -1.0289 2.4360 -0.832
O -4.908218 0.958212 -1.334619 0.1140 -0.9284 1.0375 -0.459
N -2.440504 -0.591303 0.166170 3.4927 -0.7093 0.1166 -0.507
C 1.130004 -0.279758 0.087809 -1.0035 1.2981 -1.4547 0.001
C 0.078380 -1.035554 0.570012 -1.7358 0.7792 -0.6010 -0.933
H 2.812658 1.287316 0.051060 -0.4671 1.7830 -1.0885 0.368
```
Positions in Å, forces in eV/Å.

---

5.
# C22H16IMnN3O7

C22H16IMnN3O7 as an isolated structure (ωB97M-V/def2-TZVPD, OMol25).

The orbital gap (spin up / spin down) comes out at 7.0 / 7.3 eV. Its multiplicity is 5. The calculation puts the lowest unoccupied orbital energy (spin up / spin down) at 1.7 / 1.7 eV. Its charge is -1.

XYZ file:
```
50
Properties=species:S:1:pos:R:3:forces:R:3:mulliken_charge:R:1
C 4.390580 -1.593228 2.005003 -0.0134 0.0022 -0.0140 -0.560
O -6.286503 -1.063560 4.407114 -0.1283 -0.0797 -0.1162 -0.630
H -0.899848 0.403603 3.520268 0.0054 0.0080 -0.0024 0.454
C 0.474130 1.026978 -2.231614 -0.0654 0.0626 -0.0169 1.302
H -2.727881 0.186389 5.231504 -0.0039 0.0008 0.0169 0.461
C -1.848899 3.242749 -4.186675 -0.0012 0.0108 0.0023 -0.772
H 0.227721 -0.790443 -3.733285 0.1549 0.0619 -0.0435 0.524
H 2.583529 3.455536 0.272188 0.0260 -0.0152 -0.0293 0.490
H -2.266323 4.237683 -4.104163 -0.0002 -0.0098 0.0026 0.396
O 3.038095 0.100536 1.153087 0.1270 0.0166 -0.0043 -0.568
O -1.292954 -0.443118 -0.292035 0.0226 -0.1115 0.0761 -0.643
H -1.893711 0.503110 -6.197175 0.0006 0.0119 0.0130 0.411
C 2.022792 2.850068 0.981167 -0.0565 -0.0213 0.0495 -0.714
N 1.051682 -0.139251 -2.374735 -0.0716 -0.0087 0.0909 -0.974
O 0.665581 1.809493 -1.218840 -0.0001 0.0258 -0.1236 -0.993
O 0.082520 0.290341 1.323641 -0.0724 -0.0871 0.0733 -0.549
H 1.058693 3.321631 1.161766 -0.0306 -0.0128 -0.0288 0.337
C -2.172348 2.426430 -5.266767 0.0036 0.0007 -0.0248 -0.305
H -0.721477 3.368683 -2.361356 -0.0038 -0.0069 -0.0031 0.413
C -1.885414 0.053030 3.247636 -0.0010 -0.0097 0.0246 -0.342
C -2.889459 -0.066419 4.195006 -0.0062 -0.0122 -0.0697 -0.526
O -0.313924 -0.585696 -4.536400 -0.1251 0.0144 -0.0590 -0.684
C -4.400032 -0.864606 2.465927 0.0539 0.0202 0.0125 -0.495
O -4.959567 -0.353525 5.931131 0.1131 0.0469 0.1514 -0.627
H 2.331879 -2.212811 -2.062850 -0.0037 -0.0228 -0.0316 0.310
H -3.536320 -0.986371 0.494007 0.0003 0.0000 0.0125 0.473
H -5.383133 -1.216829 2.193709 -0.0112 -0.0007 0.0042 0.460
H 3.618438 -3.850579 -1.017019 0.0043 0.0062 0.0094 0.323
C -2.126630 -0.282292 1.920190 0.0418 -0.1007 -0.0124 -0.150
H 5.113260 -4.673153 0.772896 -0.0049 0.0100 -0.0010 0.381
C 3.522595 -1.102215 1.005539 0.0067 -0.0505 -0.0061 0.462
C -0.775578 0.667450 -4.391393 -0.0542 -0.0983 0.0242 0.277
C 4.945508 -2.848034 1.919924 0.0156 -0.0105 0.0303 -0.373
C -1.644117 1.154892 -5.369438 -0.0010 -0.0112 -0.0168 -0.650
C -3.383218 -0.737722 1.535697 0.0068 -0.0022 -0.0112 -0.338
N 1.793866 -0.432917 -1.245902 -0.0673 0.0259 -0.0443 0.182
C 3.840978 -3.224372 -0.159115 0.0093 0.0097 0.0186 -0.711
H -2.848253 2.784894 -6.034577 0.0102 -0.0027 0.0086 0.354
C -0.989346 2.763566 -3.217011 0.0201 0.0113 0.0152 -0.497
H 5.601933 -3.191093 2.711699 -0.0068 0.0033 -0.0087 0.351
H 4.593422 -0.939095 2.843308 -0.0033 -0.0034 -0.0108 0.425
C -0.438439 1.485625 -3.300253 0.0756 0.0239 -0.0068 0.447
C 4.675288 -3.685685 0.833003 -0.0067 -0.0154 -0.0273 -0.707
N -5.203716 -0.658880 4.781248 0.0488 0.0505 -0.0751 1.003
I 3.075923 2.994985 2.831290 -0.0270 -0.0403 -0.0301 -0.110
Mn 1.659508 0.990945 0.220073 0.0545 0.0338 0.1183 0.518
C 3.254666 -1.951146 -0.100864 0.0166 -0.0078 0.0137 0.396
C -1.029028 -0.156631 0.870993 -0.0327 0.3155 -0.0931 0.689
C -4.128626 -0.525154 3.781523 -0.0645 -0.0167 0.0624 0.162
C 2.422154 -1.543792 -1.209071 0.0455 -0.0149 0.0807 -0.085
```
Positions in Å, forces in eV/Å.

---

Q: Which DFT total energy values were calculated for the entries above? A: -10669.401 -7359.541 -180868.603 -22138.905 -81299.453, in eV.